Entry 1:
Formula: C20H40ClINO8PS2
Source: OMol25
Level of theory: wB97M-V/def2-TZVPD

CARTESIAN COORDINATES (ANGSTROEM)
C (5.099, 1.747, -0.014)
C (4.880, 1.077, -1.361)
O (3.487, 1.092, -1.664)
C (2.989, -0.104, -2.206)
C (1.856, 0.189, -3.159)
O (0.793, 0.945, -2.610)
C (0.178, 0.424, -1.486)
C (-0.646, -0.829, -1.867)
S (-1.655, -0.473, -3.342)
N (-1.603, -1.305, -0.784)
C (-1.746, -2.806, -0.979)
Cl (-0.254, -3.697, -0.632)
C (-2.953, -3.485, -0.394)
C (-4.269, -2.958, -0.945)
C (-1.404, -0.711, 0.599)
I (-3.298, -0.793, 1.718)
C (-0.372, -1.426, 1.457)
C (-0.177, -0.837, 2.861)
C (1.235, -0.230, 3.009)
C (1.253, 0.958, 3.991)
S (1.581, 2.564, 3.306)
O (0.332, 3.175, 2.954)
O (2.423, 3.268, 4.212)
O (2.343, 2.255, 1.951)
C (-1.048, 0.802, 0.561)
C (-0.776, 1.411, -0.840)
P (-0.028, 3.090, -0.480)
C (0.990, 3.632, -1.910)
C (-1.494, 4.206, -0.602)
C (-2.283, 4.285, 0.700)
H (4.515, 2.662, 0.045)
H (6.153, 1.960, 0.142)
H (4.758, 1.075, 0.772)
H (5.424, 1.618, -2.137)
H (5.249, 0.053, -1.301)
H (3.747, -0.647, -2.775)
H (2.652, -0.779, -1.407)
H (1.509, -0.749, -3.609)
H (2.241, 0.786, -3.984)
H (0.891, 0.133, -0.705)
H (0.027, -1.626, -2.159)
H (-1.302, -1.532, -4.079)
H (-2.507, -0.935, -1.100)
H (-1.862, -2.912, -2.056)
H (-2.930, -3.538, 0.692)
H (-2.881, -4.534, -0.708)
H (-4.448, -1.896, -0.768)
H (-4.318, -3.112, -2.025)
H (-5.093, -3.516, -0.512)
H (0.567, -1.495, 0.903)
H (-0.685, -2.459, 1.593)
H (-0.275, -1.651, 3.571)
H (-0.854, -0.019, 3.085)
H (1.961, -0.953, 3.372)
H (1.589, 0.092, 2.032)
H (0.273, 1.101, 4.442)
H (1.950, 0.799, 4.807)
H (1.852, 2.739, 1.263)
H (-0.118, 0.967, 1.102)
H (-1.804, 1.416, 1.031)
H (-1.726, 1.509, -1.376)
H (1.141, 4.709, -1.847)
H (0.518, 3.415, -2.866)
H (1.958, 3.145, -1.854)
H (-1.088, 5.178, -0.877)
H (-2.104, 3.862, -1.440)
H (-3.053, 5.051, 0.619)
H (-1.611, 4.541, 1.516)
H (-2.788, 3.350, 0.934)
C (-2.887, -6.993, 1.093)
O (-3.315, -6.393, 0.065)
O (-1.802, -6.301, 1.722)
O (-3.241, -8.034, 1.620)
H (-1.717, -5.555, 1.119)

Computed properties:
Spin multiplicity: 1
Electronic energy: -90837.97642 eV
Largest force on an atom: 1.5 eV Å⁻¹
HOMO energy: -6.874 eV
HOMO-LUMO gap: 5.70 eV

Mulliken population analysis, charges in e, atoms 1 to 5: C -1.07; C -0.42; O -0.11; C -0.58; C -0.67


Entry 2:
Formula: C20H40FN4O5P
Source: OMol25
Level of theory: wB97M-V/def2-TZVPD

CARTESIAN COORDINATES (ANGSTROEM)
C (2.480, 0.823, 2.090)
C (1.019, 0.426, 1.763)
C (0.492, 0.999, 0.424)
F (-0.475, 2.032, 0.656)
P (-0.088, -0.293, -0.849)
C (-1.519, -0.724, 0.246)
C (-2.963, -0.404, -0.302)
C (-3.054, 0.683, -1.390)
O (-2.996, 0.203, -2.725)
C (-4.201, -0.391, -3.133)
C (1.662, -0.967, -0.847)
C (2.131, -1.293, -2.298)
C (3.661, -1.258, -2.380)
C (4.405, -2.373, -2.048)
C (5.777, -2.296, -2.180)
C (6.384, -1.157, -2.637)
C (5.641, -0.036, -2.947)
C (4.269, -0.103, -2.821)
O (-0.530, -1.338, -2.137)
C (-1.077, -2.604, -1.937)
C (-0.344, -3.625, -1.034)
C (-1.417, -4.683, -0.634)
O (0.706, -4.329, -1.683)
H (2.980, 1.373, 1.286)
H (3.057, -0.107, 2.206)
H (2.549, 1.350, 3.044)
H (0.386, 0.859, 2.548)
H (0.863, -0.659, 1.790)
H (1.349, 1.558, 0.014)
H (-0.268, 0.791, -1.744)
H (-1.492, -0.151, 1.179)
H (-1.538, -1.761, 0.605)
H (-3.475, -1.306, -0.653)
H (-3.564, -0.030, 0.535)
H (-4.051, 1.154, -1.280)
H (-2.344, 1.499, -1.229)
H (-4.961, 0.334, -3.468)
H (-3.965, -1.022, -3.999)
H (-4.659, -1.051, -2.382)
H (1.772, -1.877, -0.244)
H (2.409, -0.258, -0.477)
H (1.834, -2.292, -2.619)
H (1.792, -0.520, -2.992)
H (3.920, -3.281, -1.699)
H (6.386, -3.168, -1.949)
H (7.463, -1.104, -2.769)
H (6.112, 0.872, -3.315)
H (3.655, 0.758, -3.081)
H (-2.140, -2.631, -1.643)
H (-1.095, -3.093, -2.932)
H (-0.015, -3.197, -0.082)
H (-0.967, -5.656, -0.427)
H (-2.052, -4.323, 0.185)
H (-2.084, -4.827, -1.501)
H (0.362, -4.653, -2.525)
C (-1.934, 4.907, 1.848)
O (-1.212, 4.495, 2.747)
N (-2.722, 6.014, 1.999)
N (-2.008, 4.301, 0.637)
H (-3.321, 6.372, 1.280)
H (-2.688, 6.485, 2.884)
H (-1.435, 3.477, 0.492)
H (-2.594, 4.627, -0.107)
C (-1.084, 2.010, 5.485)
O (-0.582, 1.267, 4.655)
N (-1.261, 1.622, 6.789)
N (-1.506, 3.268, 5.193)
H (-1.668, 2.207, 7.492)
H (-0.959, 0.698, 7.038)
H (-1.395, 3.603, 4.233)
H (-1.919, 3.877, 5.873)

Computed properties:
Spin multiplicity: 1
Electronic energy: -49592.77352 eV
Largest force on an atom: 2.0 eV Å⁻¹
HOMO energy: -8.608 eV
Structure (SMILES): CC[C@H](F)[PH](CCCOC)(CCc1ccccc1)OC[C@@H](C)O.NC(N)=O.NC(N)=O
HOMO-LUMO gap: 9.28 eV

Mulliken population analysis, charges in e, atoms 1 to 5: C -1.40; C -0.10; C -0.76; F -0.42; P 0.57


Entry 3:
Formula: C20H40LiO15
Source: OMol25
Level of theory: wB97M-V/def2-TZVPD

CARTESIAN COORDINATES (ANGSTROEM)
Li (-0.642, -0.161, -0.228)
C (2.230, -1.071, 4.721)
C (0.813, -0.509, 4.593)
O (0.258, -0.291, 3.282)
C (-0.208, -1.343, 2.634)
O (-0.784, -1.276, 1.592)
O (0.151, -2.475, 3.234)
C (-0.535, -3.706, 3.017)
H (2.772, -0.575, 5.527)
H (2.818, -0.908, 3.816)
H (2.256, -2.124, 5.004)
H (0.951, 0.528, 4.896)
H (0.145, -1.019, 5.279)
H (-1.365, -3.779, 3.717)
H (0.177, -4.511, 3.157)
H (-0.931, -3.739, 2.000)
C (0.738, 4.270, -3.121)
C (0.317, 3.299, -4.187)
O (-0.059, 1.988, -3.731)
C (-0.919, 1.780, -2.743)
O (-0.772, 0.911, -1.941)
O (-1.998, 2.545, -2.927)
C (-3.052, 2.394, -2.002)
H (1.612, 3.869, -2.592)
H (0.026, 4.544, -2.341)
H (1.143, 5.204, -3.514)
H (1.199, 3.060, -4.779)
H (-0.451, 3.661, -4.871)
H (-3.839, 3.120, -2.215)
H (-2.812, 2.583, -0.958)
H (-3.551, 1.428, -2.098)
C (-2.386, -4.992, -2.607)
C (-1.960, -4.497, -1.242)
O (-0.514, -4.371, -1.192)
C (0.011, -3.150, -1.202)
O (-0.610, -2.123, -1.148)
O (1.349, -3.199, -1.175)
C (1.984, -4.006, -0.195)
H (-3.444, -5.260, -2.564)
H (-1.901, -5.934, -2.864)
H (-2.207, -4.217, -3.347)
H (-2.227, -5.164, -0.424)
H (-2.379, -3.514, -1.038)
H (3.055, -3.899, -0.321)
H (1.705, -5.060, -0.214)
H (1.705, -3.675, 0.808)
C (3.814, -0.028, -3.628)
C (3.265, -0.899, -2.516)
O (2.137, -0.314, -1.853)
C (2.260, 0.263, -0.664)
O (1.322, 0.420, 0.073)
O (3.498, 0.719, -0.469)
C (3.674, 1.526, 0.687)
H (4.413, -0.668, -4.278)
H (4.417, 0.781, -3.219)
H (3.045, 0.406, -4.268)
H (4.045, -1.071, -1.772)
H (2.981, -1.882, -2.887)
H (4.719, 1.574, 0.985)
H (3.041, 1.263, 1.529)
H (3.475, 2.573, 0.431)
C (-5.184, 2.802, 2.696)
C (-3.945, 2.009, 2.339)
O (-2.827, 2.890, 2.302)
C (-1.769, 2.602, 1.578)
O (-1.676, 1.634, 0.845)
O (-0.836, 3.518, 1.790)
C (0.382, 3.447, 1.094)
H (-5.573, 3.513, 1.961)
H (-5.002, 3.366, 3.609)
H (-6.052, 2.141, 2.761)
H (-4.116, 1.340, 1.493)
H (-3.677, 1.291, 3.128)
H (0.519, 2.506, 0.556)
H (1.192, 3.406, 1.826)
H (0.589, 4.237, 0.374)

Computed properties:
Spin multiplicity: 1
Electronic energy: -52303.50393 eV
Largest force on an atom: 2.2 eV Å⁻¹
HOMO energy: -13.273 eV
Energy above the lowest of the compared OMol25 structures with the same formula, charge and spin: 109.8 kJ/mol
Net charge: +1
HOMO-LUMO gap: 11.62 eV

Mulliken population analysis, charges in e, atoms 1 to 5: Li 1.32; C -1.11; C -0.23; O -0.23; C 0.47